20
Properties=species:S:1:pos:R:3:forces:R:3:nbo_charge:R:1 method="wB97M-V/def2-TZVPD" homo_energy_ev=-9.21 energy_ha=-382.44271 e_above_lowest_kj_mol=157.05 homo_lumo_gap_ev=10.077
C -0.68475 1.17867 -1.35824 0.150 0.190 0.193 -0.60
C 0.33420 1.08094 -0.21659 -0.911 2.902 -1.129 -0.07
C 0.42412 2.51345 0.38045 0.579 -0.581 3.135 -0.63
N -0.00718 -0.03108 0.63953 2.417 -1.155 0.122 -0.66
C 0.87329 -1.15067 0.54967 -1.277 1.443 -1.010 0.67
O 1.87938 -1.03847 -0.11865 0.271 -0.789 0.658 -0.60
C 0.18958 -2.45634 0.90697 -0.736 -0.486 1.019 -0.32
N -0.75347 -2.75979 -0.15848 -0.076 -0.729 -0.151 -0.81
H -1.61660 1.37592 -0.84417 -0.663 -0.108 -0.251 0.19
H -0.72813 0.24726 -1.91093 -0.167 -0.099 -0.228 0.21
H -0.51051 2.03686 -2.03212 0.152 -0.499 0.263 0.21
H 1.31719 1.07702 -0.65507 0.253 -1.602 0.165 0.24
H 0.27024 2.48287 1.48448 0.282 -0.318 -0.356 0.21
H 1.43847 2.92871 0.30374 -0.372 -0.015 -0.336 0.22
H -0.30448 3.25901 0.15777 -0.639 0.304 -1.133 0.21
H -0.79266 -0.05826 1.26944 0.012 0.296 -0.193 0.40
H -0.40868 -2.39568 1.84194 0.376 0.336 -0.405 0.20
H 0.82772 -3.33569 1.08114 0.264 0.663 -0.381 0.22
H -0.29200 -2.90668 -1.04596 0.073 0.057 0.014 0.36
H -1.45572 -2.04804 -0.27492 0.013 0.187 0.005 0.36

122
Properties=species:S:1:pos:R:3:forces:R:3:mulliken_charge:R:1 method="wB97M-V/def2-TZVPD" homo_energy_ev="-0.73 / -3.01" energy_ha=-6824.13783 multiplicity=3 e_above_lowest_kj_mol=197.88 total_charge=-2 homo_lumo_gap_ev="4.539 / 6.820"
Ti 0.26761 0.26339 0.30221 -0.460 0.190 -1.693 -1.32
C 2.05301 3.06859 2.20191 -0.160 -0.230 -0.076 -1.83
C 0.87801 2.13759 2.28561 0.549 0.474 -0.107 0.23
N 1.07821 0.84229 2.66911 0.202 -0.995 -0.949 -0.14
N 0.18171 0.39009 3.56511 -0.426 -0.054 0.920 -0.89
C -0.15039 -0.84051 3.62251 -0.026 0.138 0.235 0.47
S 0.32881 -2.11771 2.56211 -0.058 0.198 0.041 -0.39
S -1.17279 -1.24181 5.02581 -0.287 0.073 0.179 -0.39
C -2.35069 0.13619 4.85131 0.434 -0.307 0.168 -0.71
C -3.48469 -0.15271 3.91701 -0.145 -0.027 0.040 0.74
C -4.55159 0.73839 3.90171 -0.050 -0.144 0.057 -0.38
C -5.62109 0.53729 3.05251 -0.113 0.050 0.051 -0.57
C -5.63859 -0.56101 2.20841 -0.156 0.017 -0.089 -0.62
C -4.57199 -1.44071 2.20631 -0.094 -0.028 -0.089 -0.47
C -3.49639 -1.23861 3.05291 -0.005 0.038 0.000 -0.14
C -0.46699 2.65369 2.31911 -0.684 -0.305 -0.162 0.48
C -0.80709 3.92499 2.80301 0.171 -0.258 0.034 -0.52
C -2.11589 4.35989 2.81501 -0.138 0.276 0.069 -1.06
C -3.12159 3.54899 2.30721 -0.001 -0.134 0.013 -0.87
C -2.81569 2.30379 1.78751 0.107 -0.307 -0.083 -0.55
C -1.50479 1.83249 1.77181 -0.316 1.510 1.080 0.67
O -1.19499 0.69129 1.19611 -2.027 0.143 0.990 -0.59
H 2.61171 3.07279 3.14461 -0.029 0.038 0.005 0.33
H 1.70541 4.07449 1.97681 0.069 0.061 -0.067 0.59
H 2.72431 2.75679 1.40201 0.078 0.110 0.060 0.23
H -1.75359 0.97129 4.47281 -0.093 0.047 0.157 -0.10
H -2.71319 0.38009 5.85181 -0.015 0.034 -0.054 0.73
H -4.52639 1.60189 4.55281 0.003 0.090 0.037 0.34
H -6.43609 1.24669 3.04071 -0.110 0.055 -0.008 0.35
H -6.48059 -0.71951 1.54981 -0.036 -0.014 -0.102 0.37
H -4.57579 -2.28961 1.53791 0.032 -0.063 -0.093 0.40
H -2.66599 -1.93141 3.04221 0.021 0.030 0.001 0.37
H -0.02569 4.55609 3.20481 0.019 0.062 -0.011 0.43
H -2.35809 5.34419 3.19981 0.055 -0.013 0.000 0.37
H -4.15019 3.89139 2.29801 0.003 0.016 -0.017 0.39
H -3.57339 1.68959 1.32311 -0.072 -0.104 -0.004 0.70
O -3.08399 0.68329 -1.27699 -0.369 -0.099 -0.108 -0.89
H -2.24339 0.19689 -1.22419 0.029 0.129 0.014 0.39
H -2.83219 1.57519 -0.99949 0.154 -0.068 -0.094 0.45
N 2.48901 1.84329 -0.69579 0.695 -0.133 -0.114 -0.14
C 1.22411 1.84379 -0.64419 0.421 1.171 -1.028 0.98
H 2.89051 2.53799 -1.34349 -0.464 -0.009 0.173 0.24
O -1.49029 3.00729 -0.69839 0.806 0.737 -0.401 -0.76
C -0.41469 3.53509 -0.95779 -0.822 -0.734 0.154 -0.07
O 0.61001 2.77769 -1.50779 -0.180 0.092 0.075 -0.67
C -0.03009 4.90489 -0.73599 0.230 0.262 -0.004 0.58
C -0.91789 5.84299 -0.15789 0.125 -0.275 -0.208 -0.40
C -0.50789 7.11519 0.12531 -0.190 0.276 0.083 -0.66
C 0.81481 7.52999 -0.16019 -0.037 -0.331 -0.049 -0.21
C 1.70401 6.60039 -0.74059 0.301 0.227 -0.058 -0.61
C 1.28941 5.33339 -1.02199 -0.177 -0.185 -0.022 -0.19
N 1.24291 8.81069 0.10991 -0.032 -0.017 0.000 0.88
O 0.43761 9.64119 0.60031 -0.390 0.252 0.207 -0.77
O 2.43391 9.12789 -0.14499 0.380 0.056 -0.109 -0.77
H -1.92699 5.51859 0.05531 -0.042 0.014 0.098 0.49
H -1.17749 7.83489 0.57091 -0.035 0.018 0.014 0.45
H 2.71071 6.92829 -0.95669 -0.028 -0.025 0.000 0.45
H 1.97541 4.63489 -1.48119 -0.020 0.047 0.055 0.28
C 2.78191 -0.98621 4.16021 -0.181 0.029 -0.523 -1.22
As 2.42941 -0.78291 2.10791 2.413 -0.904 2.852 1.85
C 3.96281 0.44279 1.88041 -0.208 0.018 -0.320 -1.56
C 3.42091 -2.51101 1.76471 -0.438 0.167 -0.195 -1.27
O 1.73441 -0.65701 0.50201 1.927 -1.098 -0.086 1.58
H 3.86841 -1.00601 4.28201 0.026 0.035 -0.205 0.43
H 2.36801 -1.92601 4.53341 -0.015 0.067 -0.179 0.28
H 2.37311 -0.16041 4.73961 -0.035 0.054 -0.135 0.34
H 4.00841 1.15399 2.70451 -0.133 -0.077 -0.009 0.42
H 3.81991 0.97029 0.93781 0.090 0.035 0.023 0.06
H 4.90251 -0.11451 1.85081 -0.161 -0.164 0.018 0.45
H 4.41501 -2.53601 2.21771 -0.077 0.276 0.030 0.51
H 3.51321 -2.63301 0.68481 0.049 -0.054 -0.050 0.09
H 2.83871 -3.34321 2.17091 0.025 0.120 -0.059 0.26
N -0.44839 -0.55751 -1.25789 0.402 -0.130 0.476 0.91
P 0.12161 -1.89571 -1.76829 0.396 -2.562 -1.728 -2.49
N -0.60339 -2.32701 -3.30639 0.432 0.662 0.559 0.82
C 0.17581 -2.23151 -4.52719 0.338 -0.166 -0.173 -0.02
C -0.65279 -2.72091 -5.71439 0.140 0.133 0.042 -1.10
C -1.81429 -1.75741 -5.98979 -0.015 0.015 0.068 -0.63
C -2.18619 -1.01361 -4.70429 -0.064 -0.132 0.046 -1.15
C -1.98629 -1.91691 -3.49129 -0.544 0.079 0.061 -0.01
N -0.27319 -3.32291 -0.91519 0.151 1.052 0.276 0.63
C 0.59571 -4.28291 -0.25379 0.521 -0.042 0.103 0.36
C -0.16039 -5.16471 0.74251 -0.007 0.015 -0.169 -0.78
C -1.39799 -5.78601 0.09811 0.084 0.036 0.079 -0.82
C -2.22589 -4.70691 -0.62399 -0.107 0.172 -0.008 -1.07
C -1.62619 -3.31851 -0.39629 -0.610 -0.206 -0.182 -0.07
N 1.77021 -2.04351 -2.12999 -0.925 0.402 0.305 1.74
C 2.41121 -0.80451 -2.51609 0.115 0.664 0.147 -0.58
C 3.83951 -0.74141 -1.99169 -0.158 0.036 0.061 0.26
C 4.67551 -1.91551 -2.53139 -0.026 0.016 -0.133 -0.78
C 3.77611 -2.94801 -3.21179 0.017 -0.017 0.159 -1.11
C 2.56591 -3.23841 -2.32849 -0.075 -0.422 -0.035 -1.10
H 1.06471 -2.85831 -4.43149 0.017 0.095 -0.039 -0.03
H 0.51541 -1.20461 -4.74119 0.055 -0.050 -0.001 0.24
H -1.03379 -3.71501 -5.47209 0.025 -0.067 -0.019 0.29
H -0.01129 -2.80881 -6.59579 -0.003 -0.084 0.041 0.41
H -2.67689 -2.32021 -6.35499 -0.027 0.025 -0.064 0.36
H -1.53959 -1.04131 -6.76809 -0.018 -0.011 -0.033 0.33
H -3.22629 -0.68501 -4.73939 0.044 0.092 0.062 0.55
H -1.56439 -0.12751 -4.57399 -0.036 0.086 0.012 0.24
H -2.61569 -2.81371 -3.60439 -0.132 0.093 0.069 0.08
H -2.30819 -1.36801 -2.60609 -0.172 -0.097 -0.121 -0.17
H 1.40131 -3.76861 0.28291 0.078 -0.104 -0.115 -0.53
H 1.03441 -4.94811 -1.01079 0.120 0.037 0.144 0.39
H -0.43799 -4.57551 1.61521 -0.011 -0.022 0.045 0.13
H 0.51941 -5.95021 1.08541 0.025 0.082 0.024 0.58
H -1.99709 -6.28271 0.86511 0.019 -0.046 -0.024 0.36
H -1.08219 -6.55481 -0.61249 -0.019 -0.040 0.001 0.38
H -3.26429 -4.72381 -0.28729 -0.057 0.009 -0.013 0.44
H -2.21599 -4.89011 -1.70129 -0.093 0.025 0.001 0.19
H -1.65949 -3.04801 0.66831 -0.030 0.122 -0.138 0.20
H -2.20019 -2.56781 -0.94149 -0.094 -0.077 0.215 0.30
H 1.81321 0.00149 -2.08109 0.393 -0.095 -0.360 -0.48
H 2.42031 -0.67541 -3.61129 -0.083 0.026 0.080 0.57
H 3.78911 -0.76751 -0.90149 0.003 0.098 -0.086 -0.81
H 4.27251 0.21669 -2.28079 0.024 0.024 0.090 0.72
H 5.20641 -2.39411 -1.70509 0.082 -0.041 -0.028 0.32
H 5.42501 -1.56281 -3.24549 0.049 -0.039 0.056 0.32
H 4.32521 -3.87841 -3.38069 -0.062 -0.009 -0.039 0.45
H 3.44941 -2.57271 -4.18219 -0.027 -0.058 -0.092 0.33
H 2.95291 -3.60911 -1.36909 -0.090 -0.108 -0.053 0.30
H 1.94871 -4.02711 -2.77389 0.077 -0.047 0.061 0.58

18
Properties=species:S:1:pos:R:3:forces:R:3:nbo_charge:R:1 method="wB97M-V/def2-TZVPD" homo_energy_ev="-4.82 / -9.39" energy_ha=-551.13551 multiplicity=3 e_above_lowest_kj_mol=192.91 homo_lumo_gap_ev="5.533 / 7.072"
C -0.81396 2.30464 -1.59867 -0.254 1.494 4.313 -0.26
C -0.57864 1.89843 -0.26796 -1.046 7.353 -2.185 -0.28
C -0.63970 1.11111 -2.26007 -0.673 -1.151 -6.187 0.12
C -0.30471 0.58834 -0.23504 0.482 -2.114 1.877 0.30
C 0.63680 -2.17152 1.09181 0.937 -0.289 -1.028 0.65
C -0.80105 -1.58740 0.96441 3.943 1.378 4.417 -0.47
C -0.12087 -0.14413 0.97504 1.686 -1.070 -0.791 -0.11
N 1.21626 -0.93959 0.99219 -0.872 0.194 0.203 -0.17
O 1.13983 -3.25908 1.22419 -0.487 0.171 -0.012 -0.59
O -0.31359 0.10346 -1.49109 1.161 -4.428 0.833 -0.49
O 2.55416 -0.52295 1.12281 -0.095 -1.505 -1.367 -0.53
H -1.19224 3.24622 -1.99106 0.435 -0.312 0.221 0.24
H -0.45895 2.59732 0.54941 -0.353 -0.208 0.088 0.23
H -0.63657 0.78108 -3.31034 -0.191 0.879 0.541 0.19
H -1.41029 -1.67388 0.18634 -2.200 -1.017 -3.422 0.23
H -1.21902 -1.90299 1.89752 -0.934 0.278 0.533 0.23
H -0.09079 0.63613 1.74190 -0.607 -0.843 0.574 0.23
H 3.03333 -1.06518 0.40860 -0.930 1.189 1.391 0.48